Computed, not measured: 7 unconnected molecules or ions with the total composition C43H97F2N6O5S2 at a distorted geometry, with ωB97M-V/def2-TZVPD.

Values from the calculation:
- LUMO (spin up / spin down): -3.8 / -3.8 eV
- Highest occupied orbital energy (spin up / spin down): -5.90 / -11.04 eV
- Spin multiplicity: 2
- HOMO-LUMO gap (spin up / spin down): 2.09 / 7.21 eV
- Maximum force: 11.12 eV/Å
- ⟨S²⟩: 0.75
- Total charge: +2

Element x y z (Å)
C (4.858863, 2.660447, -0.723893)
C (-6.565723, -0.646369, 0.298744)
H (3.426212, 0.288898, -6.115682)
H (-8.133847, 0.645250, 1.225306)
H (5.957664, 1.132464, 4.469817)
C (-0.298669, -0.348415, 0.226027)
H (-4.952335, -3.838419, -6.010240)
H (1.549484, 5.130179, -1.500695)
C (-4.052577, -0.308785, 3.196051)
H (2.712325, 2.305370, -2.260177)
H (2.002321, -3.961702, -4.286365)
H (2.454733, 3.288629, 4.542865)
N (4.150742, 1.032418, 3.301653)
C (-0.044132, 1.743804, -1.162494)
C (-2.435082, -3.816008, -1.625268)
H (0.258452, 3.432895, 3.412825)
H (5.082610, 2.799608, 0.333786)
H (-4.443515, -4.839439, -1.391916)
H (1.032644, -1.884127, -2.455782)
H (-3.337464, 0.222625, 2.568109)
C (4.816972, 4.911657, -1.566578)
O (-2.422192, 3.438487, 4.987453)
N (-5.378969, -0.462578, 2.493480)
H (0.634580, 2.556167, -1.422349)
H (3.342630, 4.379826, 0.693765)
C (-7.066089, 0.639116, 1.006331)
C (-1.972090, -1.273656, 4.127968)
O (-1.766498, 4.634161, 2.551825)
C (3.553301, -1.222451, -2.886699)
H (0.213693, -0.963602, 0.965713)
C (-6.277406, -4.489619, -4.615993)
H (2.195215, 3.240459, 0.134044)
H (6.889442, 4.912884, -1.457958)
H (-4.517478, -3.164060, -1.191064)
C (2.927228, -0.940893, -4.305803)
C (-3.991831, -3.922699, -1.770942)
C (-4.179416, -2.128007, -3.579862)
H (4.724987, -0.255252, -5.106819)
H (-3.001171, -2.104971, 2.509554)
H (-4.229260, 0.329979, 4.061409)
H (2.674979, 6.235350, -0.747121)
C (0.524955, 2.498996, 3.907712)
H (-6.476114, 1.332797, 3.025898)
H (-6.957502, 1.510376, 0.360401)
C (-6.093060, 0.887365, 2.107766)
H (5.264617, 2.679667, 3.769585)
H (0.022811, 1.860134, 3.181211)
H (1.559510, -4.734943, -1.332737)
H (2.409827, -5.455638, -3.594201)
C (2.070182, 2.336012, 4.178545)
C (1.078609, 5.857811, 0.542203)
H (3.239847, -0.427515, -2.209998)
F (-4.702768, 3.348042, 5.501421)
C (-6.348340, -1.175343, 3.557497)
H (-3.815182, -5.510850, -3.672379)
H (3.872364, -0.326373, 5.024895)
H (5.768782, -1.362858, 1.551941)
H (-6.620193, -5.516143, -4.486183)
H (-2.630278, -3.029388, 0.394147)
H (-2.937252, -4.279932, -4.483962)
H (-4.379346, -0.716152, 0.729354)
H (3.433442, -3.265024, -0.116575)
H (-5.296404, 1.512935, 1.705164)
H (3.772463, 1.126167, -4.548163)
C (3.692732, -2.390874, -0.713856)
H (4.732162, -2.668839, -0.888283)
H (4.177707, -3.471716, -3.787238)
C (-4.977004, -4.662565, -5.297302)
C (-2.094097, -3.811345, -0.143584)
H (-0.347933, -0.946273, -0.684054)
H (4.093187, -4.405785, -2.213859)
H (-1.320891, -0.069300, 0.481470)
H (2.160357, 1.753696, 5.095541)
C (3.571982, -3.773702, -2.932832)
H (0.299266, -4.276362, -2.554321)
H (0.431434, 6.653431, 0.173075)
H (-3.912404, -2.236026, 4.064788)
S (-3.673148, 4.069451, 4.469469)
C (2.906748, 1.877065, 2.945409)
C (6.129418, 2.793373, -1.538841)
H (-2.109250, -2.892757, -2.104385)
H (-0.122799, 1.119954, -2.052841)
H (-1.783975, -2.011859, 4.907559)
H (0.363613, 5.094397, 0.848931)
C (-3.950680, -4.571096, -4.207736)
H (3.421691, 2.575006, 2.285251)
H (4.948685, 5.374720, -0.588662)
H (-6.439667, -4.446578, -2.532727)
H (6.952602, 2.343797, -0.983537)
H (1.608536, 5.982724, 1.486486)
H (-2.022016, -4.748466, -2.009974)
C (-5.299132, -1.141563, 1.130741)
H (5.195483, -1.875534, 4.203663)
H (3.064922, -1.899958, -4.805127)
H (2.486676, 3.979688, -3.069659)
O (-4.014745, 5.441406, 4.794629)
H (6.178898, 2.103017, -2.380900)
C (5.071713, 1.741302, 4.289536)
H (3.905244, -2.035333, 2.893089)
H (-1.946412, -0.408487, 4.790486)
H (5.682837, 1.323174, 1.771934)
H (-4.838870, -1.529481, -2.951377)
C (-3.280851, -1.606678, 3.437765)
O (1.975108, 0.659014, -0.099074)
H (-3.110544, -1.915614, -3.557701)
H (4.484226, 1.850727, 5.201118)
C (1.512021, -2.698800, -1.913010)
H (-0.979067, 2.217630, -0.863324)
C (4.982335, 0.574913, 2.142734)
H (-5.908418, -2.165070, 3.680008)
H (-6.599963, -2.861863, -3.172091)
C (-6.054638, -3.794494, -3.316729)
H (-5.089458, -2.187817, 1.353182)
H (-4.565284, -1.998186, -4.590977)
H (6.280144, 4.419766, -3.042098)
H (0.389735, 1.534004, 0.808565)
H (-6.246722, -0.661650, 4.513471)
N (-4.227126, 3.516900, 3.212400)
C (2.017153, 5.388726, -0.550680)
H (-7.292846, -1.457941, 0.326214)
H (6.622752, -0.689792, 2.974213)
H (4.355480, 1.695752, -0.787682)
C (2.296730, -4.403150, -3.334237)
H (-0.128103, 2.533840, 4.779715)
H (-7.328692, -1.237866, 3.085158)
H (3.954840, 3.006583, -3.235504)
C (1.340127, -4.180576, -2.245233)
H (2.244788, 1.284871, 2.313571)
H (4.269116, 0.390780, 1.339299)
H (4.301656, 5.491863, -2.332030)
F (-2.893641, 3.057197, 1.247389)
H (-1.033954, -3.703752, 0.085821)
N (3.058386, -2.476757, -2.149287)
C (2.756819, 4.117654, -0.187253)
H (-6.497870, -0.500047, -0.779257)
H (4.640301, -1.261819, -2.957279)
C (3.722906, 0.172315, -5.073342)
H (-6.952293, -3.870369, -5.206902)
H (2.750199, -0.532556, 3.745356)
C (3.807477, -0.349474, 3.937071)
C (0.578385, 0.894018, -0.053360)
H (1.895027, -0.609915, -4.191311)
N (3.853716, 3.750182, -1.261781)
H (3.550202, -1.439968, -0.200468)
S (-3.146364, 4.379569, 2.205658)
C (3.134527, 3.262917, -2.565068)
C (5.662400, -0.779438, 2.466496)
N (-4.526501, -3.628622, -3.196858)
C (6.144726, 4.301090, -1.967078)
O (-3.727600, 5.365978, 1.334026)
H (-1.083740, -1.248802, 3.496853)
H (1.265018, -2.447988, -0.881416)
C (4.688072, -1.428875, 3.348603)
H (-2.405672, -4.694042, 0.414863)
H (-4.832197, -5.526440, -5.946045)

Cartesian forces, eV/Å:
C -1.291 -0.204 -0.700
C -0.137 -1.207 0.967
H -0.363 0.083 0.260
H 0.159 -0.450 0.529
H -0.076 0.162 -0.150
C 0.941 0.176 -0.862
H 0.929 0.256 0.021
H -0.738 0.573 0.028
C 0.744 0.371 -1.304
H -0.719 0.237 -0.108
H -0.564 0.260 0.115
H -0.082 0.300 -0.224
N 0.860 -2.283 1.811
C 0.936 -0.390 -0.488
C -1.843 -0.958 0.769
H 0.552 0.507 0.163
H -0.442 0.741 -0.063
H 0.346 -0.402 -0.514
H -0.428 -0.679 -0.738
H -0.577 0.734 -0.407
C -1.286 -1.199 0.715
O -2.091 1.703 -1.637
N -2.408 0.454 0.826
H 0.083 0.123 0.058
H 0.430 -0.115 0.176
C -0.134 -0.120 -0.961
C 0.748 -0.438 1.625
O -1.326 -0.160 0.955
C -1.660 0.920 -0.166
H -0.271 0.002 0.397
C -1.500 -0.898 -0.645
H -0.268 -0.236 -0.891
H 0.327 -0.351 -0.194
H 0.350 0.354 0.226
C 0.839 0.266 0.974
C -0.315 1.101 -0.511
C -1.466 -1.610 -0.224
H 0.409 0.456 -0.184
H -0.535 -0.072 -0.103
H 0.064 -0.343 0.217
H 0.429 -0.278 -0.107
C -0.022 0.798 -0.760
H 0.068 0.022 -0.108
H 0.002 -0.151 -0.285
C 1.518 -0.139 1.334
H 0.452 0.168 0.629
H 0.598 -0.983 0.139
H -0.103 -0.339 -0.167
H 0.229 -0.133 0.224
C -0.684 0.923 -0.194
C -0.918 -1.346 0.097
H 0.189 0.297 0.110
F -0.262 -0.471 -0.657
C 1.785 -0.131 -1.987
H -0.284 -0.280 -0.101
H 0.208 0.563 -0.065
H 0.409 0.277 -0.076
H -0.902 0.338 0.342
H 0.162 0.493 -0.155
H -0.067 0.427 -0.145
H 0.056 -0.050 -0.303
H -1.008 0.200 -0.054
H 0.155 0.038 0.373
H -0.238 -0.070 -0.072
C 0.987 -1.541 -1.605
H 0.436 0.846 -0.036
H 0.216 0.054 0.397
C 1.200 1.124 -1.650
C -0.336 0.182 0.991
H -0.184 -0.143 -0.216
H 0.312 0.285 -0.068
H -0.017 -0.053 0.292
H 0.347 -0.866 -0.417
C -0.362 1.143 1.361
H -0.045 -0.554 0.066
H 0.506 0.440 0.501
H 0.407 -0.457 -0.058
S 1.427 0.334 11.018
C 0.318 -0.979 0.557
C -0.223 0.004 -0.375
H 0.462 -0.246 -0.218
H -0.451 0.109 -0.311
H 0.184 -0.581 -0.303
H -0.176 -0.403 -0.365
C 0.553 -0.364 0.448
H -0.789 0.916 0.288
H -0.328 0.612 -0.322
H 0.536 0.025 0.405
H 0.324 0.958 0.488
H 0.139 0.980 -0.170
H 0.316 0.377 -0.686
C 0.089 1.153 0.194
H -0.258 -0.764 -0.376
H -0.647 0.234 -0.664
H -0.021 0.030 0.695
O 1.447 -0.860 -1.223
H -0.673 0.358 -0.503
C -1.362 -0.007 -0.909
H 0.957 -0.841 -0.349
H -0.450 0.643 -0.569
H -0.088 0.256 0.454
H 0.552 0.228 0.342
C -0.691 0.569 0.635
O -0.689 -0.212 -0.767
H -0.018 -0.084 0.282
H 0.350 0.349 -0.037
C 1.429 1.006 0.087
H -0.200 -0.360 -0.105
C -0.047 -0.305 -1.478
H -0.391 -0.067 -0.030
H 0.534 0.225 -0.283
C 0.441 -0.538 1.294
H -0.611 -0.162 -0.582
H 0.195 -0.072 -0.163
H 0.259 -0.198 0.087
H -0.048 0.320 0.866
H -0.409 0.314 -0.364
N 1.089 0.658 -5.533
C -0.200 -0.595 -0.740
H -0.331 0.109 0.435
H 0.051 0.181 -0.278
H -0.206 0.012 -0.107
C 0.216 -1.357 -2.055
H 0.493 -0.229 0.311
H 0.018 0.184 0.455
H 0.020 0.198 -0.199
C -1.411 1.832 0.593
H 0.410 -0.387 -0.340
H -0.257 0.083 -0.141
H 0.440 0.459 0.360
F -0.573 0.527 0.129
H 0.080 0.190 -0.322
N 1.083 -0.423 1.291
C 2.187 0.879 0.526
H 1.068 0.102 0.120
H -0.022 -0.300 0.161
C 0.467 -1.634 0.713
H -0.241 -0.596 -0.185
H 0.053 0.141 -0.260
C -1.340 1.150 0.706
C 0.581 0.476 1.228
H -0.137 -0.580 -0.107
N -0.458 -0.494 0.308
H -0.467 0.037 -0.442
S 0.820 -1.014 -4.468
C 2.083 -0.922 1.177
C 0.178 1.152 -0.934
N 0.640 1.406 0.629
C 0.453 -0.274 -0.281
O -0.419 -1.188 1.244
H -0.276 0.111 -0.240
H 0.450 -0.094 0.078
C -1.568 -0.313 1.848
H -0.060 -0.455 -0.446
H -0.293 -0.283 0.442